105
Properties=species:S:1:pos:R:3 method="wB97M-V/def2-TZVPD" fmax_ev_per_a=1.3 relative_energy_ev=1.228 charge=+1 total_energy_ev=-103574.2549 homo_lumo_gap_ev=7.17 spin_multiplicity=1
C 2.0484 -0.3487 -5.5676
C -6.2119 -0.5321 -1.3062
H -1.9915 -0.3564 -5.1144
P 1.6708 -1.6309 1.4105
C 3.8768 1.5905 3.8472
Sb -2.8933 1.7391 -2.9556
C -1.1411 -4.0126 3.1407
H 5.1509 1.7578 2.1403
C -2.7939 4.8399 -2.5012
O -2.4707 1.2181 -0.2762
H 0.1541 -6.0729 -4.8223
C 2.6351 -3.7500 -0.1906
H 4.3855 2.3631 4.4023
C 0.8253 -2.7174 2.6174
C 2.6796 -3.0913 -1.5648
C 2.7876 0.9429 4.4066
H -3.2004 -0.5220 1.6363
C -3.1639 1.4566 0.7753
C -3.1318 -0.1293 -6.9188
H 1.7618 -0.4127 -6.6071
H -1.0514 7.3033 -4.0354
H 3.3227 -4.6001 -0.1815
H -4.3994 0.3390 -8.5753
C 2.1382 -0.0618 3.7101
C -2.3625 6.1176 -2.8265
C -2.7596 0.2058 -5.6287
H -2.8163 6.9687 -2.3453
H -2.2403 -6.0686 -4.2370
C -5.5512 2.1671 -1.3572
Sn -0.5365 -0.2364 -0.3924
H 1.2448 -4.4498 5.4907
H -0.7450 3.0711 -4.5333
C 1.8399 -1.1054 -3.3063
C -7.0181 0.3919 -0.6619
H -7.8948 0.0620 -0.1232
C -4.1059 0.6048 -7.5718
O -1.4989 0.3920 2.2137
S -0.9433 0.4260 -2.8345
C 1.4727 -1.1999 -4.6396
H 3.4287 1.2404 -5.9176
O 0.8763 2.9933 2.7277
C -2.0941 -4.3185 -3.0097
O 0.6178 1.6251 0.9982
H 2.4535 1.2254 5.3924
H 0.0052 5.3567 -5.1100
C 3.6545 0.2461 1.8753
H 0.7433 -1.9361 -4.9456
C -0.5212 -4.4958 4.2818
C -0.9509 1.5262 2.8310
C -1.1983 3.9353 -4.0616
H -2.1454 -4.3272 2.8968
C 3.0472 -2.7847 0.9181
H -5.2888 3.2148 -1.3511
C 3.3440 0.7005 -3.8423
H -2.6685 -0.9695 -7.4153
H -4.4264 -0.8300 -2.4677
P 1.1509 -2.1204 -1.9612
C -4.7493 1.2318 -1.9801
H -5.4621 2.2568 -7.4520
H -0.6199 1.2614 3.8420
C 4.3059 1.2450 2.5757
H -6.4692 -1.5791 -1.2901
H -1.6182 -2.6152 -1.7883
C -2.8887 0.4804 1.9441
H -3.1478 -4.2945 -2.7702
C 0.1169 -3.3745 -2.7903
H -3.4594 0.7729 2.8308
H -0.9539 -2.7367 1.4201
H 1.6433 -4.3421 -3.9633
H -3.5685 4.6958 -1.7615
C 2.7513 -0.1287 -2.9112
H -1.6734 2.3471 2.9099
C -4.3393 2.0106 -5.6457
C 2.9888 0.5895 -5.1774
H -7.3106 2.4576 -0.1884
C -1.5890 -5.3038 -3.8432
C 1.4339 -3.1972 3.7750
H -1.0294 -5.2030 4.9183
H 3.5305 -2.4110 -1.6338
H 3.3566 -3.3400 1.8071
H 2.8053 -3.8477 -2.3404
C -1.2389 -3.3743 -2.4736
C -6.6922 1.7360 -0.6975
H 1.2905 -0.5699 4.1479
C 0.7616 -4.0804 4.5990
C -5.0698 -0.1143 -1.9666
H 1.6296 -4.1420 -0.0046
H -4.8115 2.8466 -5.1460
C -3.3680 1.2735 -4.9893
C -0.7764 5.2129 -4.3804
C 2.5846 -0.4395 2.4477
H 3.8946 -2.1857 0.5790
C -1.3681 6.3062 -3.7706
C -0.2440 -5.3069 -4.1740
C 0.2527 2.0361 2.0768
C -0.4719 -3.1219 2.3194
C -4.7058 1.6813 -6.9388
C 0.6030 -4.3375 -3.6697
H 4.0759 1.4311 -3.5283
O -3.9688 2.3499 0.8980
H 1.6384 3.3385 2.2335
H 2.9955 -0.0344 -1.8582
H 2.4360 -2.8866 4.0329
H 3.9748 -0.0077 0.8738
C -2.2136 3.7586 -3.1342

---

107
Properties=species:S:1:pos:R:3 method="wB97M-V/def2-TZVPD" fmax_ev_per_a=3.2 charge=+2 total_energy_ev=-106131.5506 homo_lumo_gap_ev=6.28 spin_multiplicity=1
H -0.1267 2.3758 5.4044
H 0.7749 -5.7785 2.9168
C -0.4181 2.2759 4.3669
P 1.3591 1.1350 0.8244
H 2.1967 5.0136 -3.2508
H -2.8993 -2.6968 0.7141
O 1.0288 4.0102 -1.9264
C 4.1221 -0.2330 3.5508
H 4.9971 5.4172 -0.0097
H 1.5065 3.8838 1.9301
C -2.4140 -2.3054 -1.3449
H 0.5559 -5.0133 -4.6646
H -0.2482 4.7584 1.0878
P -0.6912 -1.8907 -0.9590
C 1.7376 -2.3818 -2.1152
C -0.3175 -5.3859 1.1332
C -0.3402 -3.1154 0.3688
C 0.1536 1.7007 2.0960
C 1.8948 -1.1212 2.2420
C 0.8919 -3.7027 2.3886
H 1.2878 -2.5698 5.6122
C -4.6169 -2.8957 -0.5520
H 0.0895 5.6422 -0.4180
C 2.6555 -2.9752 -2.9669
H 5.3159 3.2514 -1.1576
H -1.5598 5.6180 0.2565
H -3.0704 2.7610 2.3265
C -4.1910 1.1355 -3.0114
H -1.3306 -4.7395 -0.6389
C -3.2783 -2.6375 -0.2988
C 0.4762 -5.0154 2.2116
C -2.9203 -2.1813 -2.6383
H -2.4168 2.9814 4.6996
C 0.8870 -4.2659 -3.9553
O -1.0134 3.8708 -0.6256
C 1.8809 3.9870 -3.0847
H 3.4230 -4.5384 3.2368
H -2.4130 4.6561 -2.8330
H 0.2107 -3.8478 5.0204
H 4.0033 -2.0342 4.6783
C 2.4282 -1.9380 3.2220
C 3.2383 4.7787 1.0346
H -5.2746 -3.1657 0.2635
C -0.6447 5.0491 0.1198
C -3.1313 0.5528 -0.5766
C 0.3828 -2.7076 -2.1959
H -4.5676 1.3619 -3.9987
C -0.0393 -3.6692 -3.1089
H 0.4103 -0.6666 -3.7753
H 2.7542 3.3710 -2.8982
C -5.0513 0.9852 -1.9380
C -1.7031 2.6203 3.9711
C -1.1445 2.0271 1.7149
H -6.1472 -3.0224 -2.0468
C -2.8320 0.9955 -2.8099
C -5.1047 -2.8090 -1.8486
C 0.5066 1.8129 3.4428
H 1.3488 3.6276 -3.9662
H -1.9195 4.1635 -4.4737
H 5.0007 0.1115 4.0790
C 2.3161 3.7568 1.2245
C -0.7257 -4.4441 0.2087
N -5.9418 0.3430 1.4274
C -2.0687 2.4918 2.6395
H -2.1404 1.1234 -3.6260
H 3.1328 5.7041 1.5861
O -1.0529 3.0845 -2.9759
C 2.2263 -3.9112 -3.9001
C -4.2588 -2.4433 -2.8882
H 1.5022 1.5502 3.7747
P -0.1788 3.0092 -1.6483
H -6.1217 1.0859 -2.0596
H 2.1927 -5.2220 4.3166
C 0.3953 0.3252 -3.3376
H 0.0070 -2.1794 4.4525
H 3.6839 1.4324 -0.8335
C 2.4125 0.1235 1.9189
Cl 1.9662 0.7559 -2.7847
O 0.8039 -1.4609 1.5048
C 0.4507 -2.7755 1.4515
C 3.5537 -1.4544 3.8840
H -0.8129 5.1160 -3.4580
H -1.4207 1.9459 0.6763
N -2.3096 0.7140 -1.6113
C 4.2980 4.6083 0.1569
C 2.7125 -4.3093 4.0321
C -1.5797 4.3429 -3.4583
C 3.5596 0.5645 2.5643
H -0.0132 1.1174 -3.9541
C -5.3182 0.5018 0.4762
H -2.6944 0.2892 0.3768
H 3.2657 -3.9794 4.9097
H 2.9347 -4.3672 -4.5784
H -4.6455 -2.3687 -3.8967
C 0.7399 -2.9351 4.7421
H 3.9993 1.5224 2.3201
H -0.6064 -6.4208 1.0096
Rh -0.0585 0.5602 -1.1726
C 4.4626 3.3986 -0.5079
H 3.7026 -2.7072 -2.9083
C 3.5452 2.3773 -0.3201
H -2.2656 -1.8779 -3.4481
C 1.7166 -3.2362 3.5834
H -1.0799 -3.9604 -3.1676
C -4.5066 0.6885 -0.6930
C 2.4597 2.5550 0.5403
H 2.0673 -1.6619 -1.3741

---

109
Properties=species:S:1:pos:R:3 method="wB97M-V/def2-TZVPD" fmax_ev_per_a=1.5 relative_energy_ev=1.168 total_energy_ev=-96620.5749 homo_lumo_gap_ev=6.43 spin_multiplicity=1
C 3.2860 1.3165 0.6921
H 1.6694 1.5237 -1.8653
H -2.2912 4.5897 5.1638
H -0.3431 -6.1962 -3.8357
H 0.9427 -3.6690 -3.6692
H -0.9491 -4.3254 -2.3081
C -2.4670 4.9291 3.0614
C 1.0052 -0.0955 6.1096
C -2.4355 -0.2494 -2.2421
C -2.3563 4.4779 -0.7271
H -3.8719 1.3398 -2.3963
C -2.2441 -1.6287 -2.3590
H 1.1572 3.1863 3.3074
H -0.7483 6.3169 0.5007
C -1.8219 3.1944 -0.6956
Cs 0.8974 -2.1591 0.5463
H 1.5889 0.0485 0.4202
C -2.3717 4.3185 -3.1451
C -1.8650 3.0296 -3.0835
H 0.9220 -4.3446 5.4112
H 2.3063 -6.7446 2.8159
H 5.0672 -1.5527 -1.2217
H 4.8258 2.7373 1.1549
C 1.7485 2.6625 2.5669
C -1.7122 3.1779 1.6595
P -0.4354 0.8472 2.3309
C -4.1450 5.6014 0.6004
H 1.7179 -2.8327 5.5940
C -2.1187 4.1860 4.1743
H -3.0357 6.0207 -2.0471
C -0.2662 0.3677 -4.3877
C 2.2650 1.4171 -3.9246
C 3.0345 3.0942 2.2827
H -2.8968 5.9139 3.1991
C -1.2661 -0.8498 5.9256
C -1.2998 -0.4019 4.6150
H -1.9972 7.1428 1.4428
C 0.0800 -6.1315 -2.8419
C 0.6244 0.5386 -5.4420
H -2.5754 4.7764 -4.1045
C -2.2736 4.4390 1.7716
H 1.7288 -7.8795 1.5796
C 1.8038 -3.6000 3.7312
C -3.2735 -2.4527 -2.7836
O 4.1795 -1.3664 -3.0976
H -5.6944 -0.1236 -3.1644
H -4.7360 4.6847 0.6100
S 2.6528 -2.2262 3.1723
H 2.5773 1.1962 -6.0378
H 3.4364 3.9591 2.7962
C -1.5976 2.4452 -1.8543
C -0.1114 -0.6865 6.6797
C 1.0546 -5.8968 -0.2725
C 2.9540 -1.6973 -2.6533
N 1.6254 -3.6976 5.0916
H 4.8742 0.1106 -1.8154
H 3.2595 -7.0152 1.3499
C 0.9626 -7.0931 -2.3642
H 6.0788 -0.9615 -2.5716
H -1.6878 2.4747 -3.9953
C -0.1903 0.2244 4.0436
H -2.0590 7.1745 -0.3222
H -0.0792 -1.0301 7.7065
N 1.2253 -4.6944 1.7512
C 2.2449 -6.9317 1.7466
C 3.8123 2.4133 1.3553
C -3.6926 0.2805 -2.5182
H -3.1159 -3.5222 -2.8586
P -0.9988 0.7094 -1.6157
C 0.1041 0.7187 -3.0922
H 3.2515 1.8257 -3.7421
N 2.2248 -2.1657 -3.6907
H 3.8808 0.7770 -0.0333
H -4.3817 6.1721 1.4990
C -0.2513 -5.0938 -1.9857
C -2.6452 5.2628 0.5471
C 1.3798 1.2411 -2.8727
C -4.5158 -1.9113 -3.0858
C -1.3051 2.4213 2.7638
C 1.2174 1.5475 1.9183
H 1.9159 0.0152 6.6856
C 5.1003 -0.9157 -2.1038
C 1.8881 1.0633 -5.2130
H -2.2007 -0.5306 4.0235
H 2.1204 -7.7302 -0.6892
H 0.2904 -2.1942 -4.0779
C -2.6233 5.0216 -1.9786
O -1.4823 2.5663 0.4611
C -4.7230 -0.5483 -2.9442
C 0.9721 0.3526 4.7953
C 1.5067 -5.7832 1.1107
H 1.2506 -7.9280 -2.9905
H -2.1378 -1.3232 6.3600
N 0.2166 -4.9606 -0.7537
N 0.9537 -2.6745 -3.4857
C -1.5326 2.9334 4.0299
H 2.6439 -2.1638 -4.6043
H -1.2446 2.3666 4.9058
H 0.3184 0.2784 -6.4487
C 1.9911 0.8960 0.9595
H -4.4432 6.1946 -0.2651
O 2.5879 -1.6146 -1.5015
H -1.2714 -2.0493 -2.1212
C -1.8116 6.5564 0.5418
N 1.4474 -4.6628 3.0574
H -1.2594 -0.0248 -4.5774
C 1.4450 -6.9817 -1.0772
H -5.3221 -2.5507 -3.4214
H 1.8592 0.7858 4.3583

---

112
Properties=species:S:1:pos:R:3 method="wB97M-V/def2-TZVPD" fmax_ev_per_a=0.6 relative_energy_ev=1.349 total_energy_ev=-227874.3493 s_squared=0.758 homo_lumo_gap_ev="6.09 / 6.46" spin_multiplicity=2
N -1.5763 0.2537 1.3638
Ge 1.2252 -0.4090 3.1714
O -0.1563 0.3005 -5.8412
C 0.6236 1.1120 4.2422
C -2.0436 -4.5460 -5.8599
H -4.8636 0.5137 0.6915
C -3.6417 2.0972 1.4594
H -1.2691 0.2938 4.8648
C -2.9843 -1.5000 0.5137
C 0.1075 4.9656 -2.2540
C -1.3250 -4.1528 -4.7377
H 3.5630 -3.2465 2.8217
C 4.0391 -0.8024 5.2090
C 1.4872 2.0406 -3.7078
O 2.7257 -0.6192 -0.1600
C -2.3345 2.8779 -1.7847
H -2.1348 3.4520 2.1941
H -2.5556 -4.1376 -7.9015
C 0.2982 -2.3501 -3.7760
H 0.9672 -4.9927 5.3672
C -1.0099 2.2839 5.5908
C -1.4180 0.8259 -2.6249
C -0.9049 -4.2861 0.2479
C -3.8741 0.8015 1.0137
H 3.7453 0.1261 5.7000
C 1.4446 2.2405 4.3125
N 0.9031 -1.2716 -4.1481
C 1.2893 4.7571 -0.1734
H -4.6995 -1.5780 -0.7741
C 4.1425 -2.4091 2.4338
P 0.3557 2.3501 -1.1150
S 0.5905 -0.9197 -5.7408
C -1.9832 -3.8135 -7.0422
H 5.1991 -2.6044 2.6263
H -1.6565 -1.3193 3.3831
H -4.7416 0.9988 -3.2556
H 2.1026 6.5700 0.6320
H -2.8078 -3.3108 4.2530
N -1.9121 -2.1844 0.4426
C -3.5888 2.5018 -2.2428
C -0.9945 -4.2883 4.8589
C 1.5377 6.1231 -0.1760
H 4.3667 1.6993 2.7094
H -1.4974 -5.1727 5.2295
C 2.4247 1.5545 -4.6037
C -2.8092 -0.0908 0.9769
C -1.1942 -2.6724 -7.1321
C 1.0285 -3.0503 4.4624
H -5.0681 -1.6559 0.9464
H -0.4916 4.2766 6.2006
C 2.6407 0.9758 -1.8989
H -1.9698 2.2954 6.0924
H -1.3567 -4.7160 -3.8144
H 3.9930 -2.3400 1.3562
S 0.4289 -3.0535 -2.2148
H 1.6736 4.1321 0.6247
C -3.7647 1.2831 -2.8859
S 0.5440 -3.7915 0.9473
H 1.7056 4.2324 5.0604
H 1.2526 7.9774 -1.2155
H 4.3418 -0.2065 -2.4350
Ge 3.6537 -0.7079 3.2748
C 3.5576 0.4442 -2.8007
H 4.1828 0.3421 -4.8464
H -4.4319 3.1667 -2.1008
H -2.7890 -0.4906 -3.6059
H 2.4021 2.2427 3.8030
H -2.6582 -5.4360 -5.8193
C -0.1805 3.3960 5.6533
C -1.3628 1.4928 1.7785
H 2.1080 -2.9972 4.5302
H -0.3454 1.7298 2.0713
H -4.4413 -3.0727 0.1435
H -1.8444 -5.8826 -0.6532
O 1.7925 -1.0593 -6.5083
H -0.4502 4.5217 -3.0693
C -4.3675 -1.9880 0.1825
N -1.9695 -3.4944 0.0627
C 0.3109 -1.9955 3.8984
C 0.3481 6.3307 -2.2528
H 5.1117 -0.9458 5.3550
H -0.5660 0.1788 -2.8134
H 4.9135 0.5763 1.4782
C -1.2288 2.0461 -1.9726
C -1.0776 -2.1133 3.8354
H 5.7511 0.6404 3.0489
C 3.4649 0.7500 -4.1470
H -4.4529 2.8123 1.4972
H -0.0179 6.9426 -3.0676
C 1.0514 3.3709 5.0146
C -2.3651 2.4550 1.8456
C -2.6730 0.4477 -3.0773
H 2.3210 1.7647 -5.6599
C 0.3865 -4.1862 4.9370
N -1.0509 -5.5727 -0.1170
C 1.5911 1.7669 -2.3451
Sn 0.6774 -1.2346 -0.1564
H -2.7677 -3.8458 -0.4478
O 2.8726 1.5416 0.3945
C -0.4841 -2.3055 -6.0089
C -0.6128 1.1550 4.8891
C 1.0633 6.9114 -1.2132
C 2.7775 0.6621 -0.4381
C 0.5726 4.1652 -1.2116
H -0.2104 -6.1227 -0.1689
H 3.5113 -1.6231 5.6942
C -1.7265 -3.2431 4.3105
C 4.7827 0.7073 2.5488
H 0.6458 2.6135 -4.0777
H -2.2144 3.8305 -1.2808
H -1.1372 -2.0959 -8.0456
C -0.5442 -3.0135 -4.8255